Formula: C5H20N2O3
Source: the OMol25 dataset
Level of theory: ωB97M-V with the def2-TZVPD basis set

Structure (ORCA input):
```
! RIJCOSX wB97M-V def2-TZVPD def2/J DEFGRID3
* xyz 0 1
O 1.94762 -3.56282 0.06697
O -3.43542 0.90244 1.44039
O -0.38765 -3.53505 -1.51556
N -0.20668 1.50530 -1.11212
N 1.44399 -0.43274 0.58077
C 0.40428 0.43459 1.14687
C 0.76312 1.33244 -2.17554
C 0.28043 1.67618 0.26700
C -1.28923 0.52978 -1.23044
C 0.65919 0.82123 2.59358
H 0.33313 1.81081 -3.05604
H -0.37358 2.42165 0.66953
H 1.10131 0.29403 -2.29152
H -3.33483 1.22703 2.33538
H 1.30094 2.02115 0.15009
H -0.90079 -0.48105 -1.05539
H 1.41560 -2.85431 0.41099
H 0.04078 1.66131 2.92167
H -0.51350 -0.14610 1.01899
H -2.05650 0.80789 -0.52807
H -1.58955 0.57475 -2.27730
H 0.48364 -0.03099 3.24640
H 2.00748 0.05181 -0.10885
H 1.39388 -3.75763 -0.70914
H -1.18276 -3.96119 -1.17913
H 1.66123 1.26430 2.60834
H 1.67629 1.88586 -1.97241
H 2.06288 -0.76587 1.30568
H -3.02070 1.49663 0.81502
H -0.68457 -3.19141 -2.36617
*
```

As for the energy above the lowest of the compared OMol25 structures with the same formula, charge and spin: 27.5 kcal per mole. Its SMILES is C[C@H](N)CN(C)C.O.O.O. As for the orbital gap: 8.82 eV. The calculation puts the LUMO energy at 0.51 eV.

=====

Formula: C4H4O2
Source: the OMol25 dataset
Level of theory: ωB97M-V with the def2-TZVPD basis set

Structure (ORCA input):
```
! RIJCOSX wB97M-V def2-TZVPD def2/J DEFGRID3
* xyz 0 1
O -1.56241 -1.40334 1.05094
O -1.28172 1.88559 -0.10447
C -1.68359 0.91632 0.34110
C -0.45142 -0.97684 1.01596
C 0.53464 -0.34489 0.60656
C 0.77033 -0.05301 -0.78556
H 1.76613 -0.26767 -1.24524
H 1.41372 -0.40845 1.30261
H -0.00380 -0.48024 -1.29783
H 0.49810 1.13253 -0.88406
*
```

As for the energy above the lowest of the compared OMol25 structures with the same formula, charge and spin: 59.0 kcal per mole. As for the orbital gap: 9.77 eV. The calculation puts the LUMO energy at 0.53 eV.

=====

Formula: C40H58O4PSbSiW
Source: the OMol25 dataset
Level of theory: ωB97M-V with the def2-TZVPD basis set

Structure (ORCA input):
```
! RIJCOSX wB97M-V def2-TZVPD def2/J DEFGRID3
* xyz 2 3
W -0.83588 0.39849 -0.35512
Sb -3.34914 0.10350 0.73221
P -0.90690 -0.68661 -2.52754
Si 1.12068 0.00432 2.61323
O 0.86090 -1.43313 3.26380
O 0.95620 1.10518 3.82986
O 2.63690 -0.07105 1.95056
O 0.11392 0.46961 1.38422
C -3.86196 1.56545 -4.29277
C 0.68116 3.82273 -0.03629
C 0.63743 -2.96459 1.40530
C 0.46669 -0.47328 -3.72904
C -0.29645 3.26037 -0.86204
C 2.27727 0.89495 -4.67056
C 2.38660 0.07655 -5.82910
C 1.03470 0.38127 6.24302
C -2.33786 -0.13953 -3.50253
C -0.02199 -3.51289 -2.29142
C 1.36013 0.60644 -3.66830
C 2.89135 1.62645 5.26896
C -2.29243 -2.99836 -1.72115
C 2.74709 -2.82597 2.90602
C 0.60583 2.79886 5.47964
C 0.63861 -3.73863 3.89586
C -0.26306 3.46200 -2.23627
C -4.02045 -0.70738 -5.11097
C 1.36695 1.46953 5.22064
C -5.12634 0.33504 -0.46862
C -1.37386 2.48703 -0.18541
C 3.24716 0.55479 0.72896
C -4.46599 0.63131 -5.10045
C -1.50276 -5.25935 -1.39040
C -3.57674 -1.71273 1.91344
C 2.37887 0.26714 -0.49808
C -3.77719 1.75356 2.13192
C 0.52370 -1.25852 -4.88826
C 1.19867 -2.81658 2.80435
C 1.72948 4.51995 -0.65879
C 4.60596 -0.09233 0.53840
C 0.71584 4.22542 -2.86312
C -1.05997 -2.52356 -2.15260
C 3.27272 2.00194 1.20598
C -2.93796 -1.12990 -4.31681
C 1.45082 -0.93563 -5.89927
C 1.73621 4.78143 -2.04528
C -0.30805 -4.85350 -1.94596
C -2.55493 -4.32431 -1.33463
C -2.83193 1.19021 -3.47273
H -4.75510 1.52116 2.66657
H -3.93195 -2.50418 1.26988
H 2.68039 0.95067 -1.25649
H -2.91810 1.99373 2.81477
H 1.41093 -1.58749 -6.76555
H 2.91555 1.81026 -4.52702
H 2.46687 5.33720 -2.60899
H -1.59156 -6.29060 -1.06625
H -3.58799 -4.70391 -1.22606
H 1.40933 -0.62305 5.89170
H -4.51610 -1.49547 -5.78148
H 3.70328 2.68375 0.46254
H 0.94669 -4.71999 3.67657
H 2.67148 4.88004 -0.16887
H -0.13718 -2.12324 -5.03663
H -5.34675 0.85950 -5.68506
H 3.21209 -3.82677 2.94009
H 3.38238 0.67141 5.26235
H -0.03668 0.24442 6.38761
H 3.20226 -2.43291 1.96687
H -5.54723 -0.61364 -0.77739
H -0.40687 -3.55950 4.04896
H -0.47329 -3.07840 1.40468
H 5.19575 -0.03798 1.44900
H 1.02382 3.16652 6.41892
H 4.49283 -1.13206 0.12467
H -3.02598 -2.24679 -1.55726
H 0.99880 -3.89743 0.95569
H 1.58994 0.51538 7.15917
H 1.40910 1.25684 -2.79387
H 3.12390 0.17111 -6.63299
H 0.40754 -5.62724 -2.13730
H 3.80277 2.04953 2.12472
H 3.21264 2.20032 6.20807
H -4.72457 0.78899 -1.37339
H 0.69107 3.65449 1.01547
H -4.08221 2.58130 -4.32326
H 1.28616 0.51601 -0.32096
H 3.02462 -2.16048 3.72362
H 2.24390 2.36222 1.32516
H -2.58175 -1.99756 2.29758
H 1.17043 -3.42846 4.80998
H 0.94388 -2.10021 0.77168
H -0.98770 2.89414 -2.80943
H -2.43083 1.97388 -2.87430
H 0.97683 -3.29015 -2.61405
H -2.50166 -2.11647 -4.44676
H 2.38037 -0.78359 -0.77172
H 0.61296 4.41320 -3.91171
H 5.22987 0.51226 -0.18553
H -1.38637 2.80580 0.86783
H 3.36128 2.17053 4.40040
H -3.95434 2.60546 1.43845
H -5.81278 0.94795 0.04422
H -4.33472 -1.47923 2.65381
H -2.36242 2.71537 -0.60614
H -0.44361 2.73189 5.54179
H 0.75799 3.53580 4.67277
*
```

As for the orbital gap (spin up / spin down): 6.60 / 6.89 eV. The calculation puts the LUMO energy (spin up / spin down) at -7.32 / -7.16 eV.

=====

Formula: C6H12O4
Source: the OMol25 dataset
Level of theory: ωB97M-V with the def2-TZVPD basis set

Structure (ORCA input):
```
! RIJCOSX wB97M-V def2-TZVPD def2/J DEFGRID3
* xyz 0 1
O 1.28234 2.04618 0.63221
O -1.62194 -2.34389 -2.33346
O 0.89191 -0.03263 1.59810
O -3.08087 -4.10496 -2.58754
C -2.41046 -3.17702 -3.00747
C 1.62649 2.81886 1.80714
C 0.84907 0.82172 0.66442
C -1.52080 -2.25802 -0.92042
C 1.40205 4.30932 1.56689
C -0.13619 -2.57062 -0.44392
H 0.61172 -1.78596 -0.64775
H -1.82636 -1.31528 -0.42714
H 0.25118 -3.53223 -0.82057
H -2.34165 -3.02452 -4.10276
H 2.72733 2.78815 1.91971
H 2.01077 4.92950 2.24618
H 0.38538 0.55955 -0.30715
H 1.72985 4.49697 0.53058
H -0.27412 -2.65016 0.64752
H -2.08302 -3.08444 -0.44461
H 0.34649 4.61466 1.66275
H 1.18082 2.49480 2.76725
*
```

As for the energy above the lowest of the compared OMol25 structures with the same formula, charge and spin: 40.0 kcal per mole. Its SMILES is CCOC=O.CCOC=O. As for the orbital gap: 11.29 eV. The calculation puts the LUMO energy at 0.73 eV.

=====

Formula: C3H5N3O
Source: the OMol25 dataset
Level of theory: ωB97M-V with the def2-TZVPD basis set

Structure (ORCA input):
```
! RIJCOSX wB97M-V def2-TZVPD def2/J DEFGRID3
* xyz 0 1
O -0.24441 -1.08213 -1.12025
N -0.90333 0.10223 -1.67390
N -0.72975 2.25236 -0.74371
N 0.14535 0.47815 0.37331
C 0.25579 -0.71736 0.13975
C 0.84990 -1.71026 0.98121
C -0.48882 0.98639 -0.72103
H -0.35125 2.92144 0.16002
H 0.11065 -2.46162 1.27819
H 1.83337 -2.06167 0.61387
H -1.55886 2.63147 -1.21152
H 1.08134 -1.33899 1.92407
*
```

As for the energy above the lowest of the compared OMol25 structures with the same formula, charge and spin: 64.7 kcal per mole. As for the orbital gap: 9.63 eV. The calculation puts the LUMO energy at 0.88 eV.

=====

Formula: C7H8N2O2S
Source: the OMol25 dataset
Level of theory: ωB97M-V with the def2-TZVPD basis set

Structure (ORCA input):
```
! RIJCOSX wB97M-V def2-TZVPD def2/J DEFGRID3
* xyz 0 1
S 3.98229 0.57292 -0.42049
O 0.03795 -0.03785 -1.62977
O -1.51147 1.59991 1.06973
N -2.53632 0.25477 -0.53820
N -0.24864 0.84678 -0.58980
C -1.48599 0.98942 0.01176
C -3.81684 0.23755 0.16139
C 2.41850 0.79322 0.24339
C 1.01465 0.71083 0.82113
C 1.83195 -0.41163 0.63218
C 3.86246 -1.14086 -0.09739
C 2.63298 -1.53771 0.44359
H 2.44915 -2.57616 0.63219
H 0.61043 1.16307 1.69026
H 4.66406 -1.74477 -0.10546
H -4.63461 0.26578 -0.59264
H -3.90582 1.11328 0.70301
H -2.36085 -0.71547 -0.99258
H -3.77242 -0.76581 0.78357
H 0.76855 0.38273 -2.22584
*
```

As for the energy above the lowest of the compared OMol25 structures with the same formula, charge and spin: 170.6 kcal per mole. As for the orbital gap: 8.92 eV. The calculation puts the LUMO energy at 0.47 eV.